1.
A structure of composition C18H18F5N4OTeTi, computed with ωB97M-V with the def2-TZVPD basis set.

## Properties
Lowest unoccupied orbital energy, eV: -3.54
Gap between HOMO and LUMO, eV: 9.39
Relative energy (zero: lowest compared OMol25 entry of this formula, charge and spin), kcal per mole: 0.00
Calculated total energy, Eh: -2607.8422
HOMO level, Ha: -0.475
Charge: +1

Last column: natural (NBO) charge in e.
Geometry (Å):
Ti 0.4538 -0.7361 -0.1697  1.748
C -0.6556 2.2239 0.5122  -0.262
N -0.1538 1.0477 1.2623  -0.450
C 0.9342 1.3920 2.2001  -0.241
C 2.1199 0.4746 2.0870  0.234
C 3.0713 0.3956 3.0863  -0.237
C 4.2208 -0.3452 2.8653  -0.107
C 4.3932 -0.9745 1.6444  -0.239
C 3.3886 -0.8709 0.7023  0.092
N 2.2692 -0.1679 0.9220  -0.496
C -1.2647 0.3664 1.9730  -0.266
C -2.2666 -0.1763 0.9875  0.221
C -3.6276 -0.1487 1.2221  -0.237
C -4.4806 -0.6899 0.2707  -0.114
C -3.9499 -1.2262 -0.8893  -0.238
C -2.5768 -1.2176 -1.0586  0.109
N -1.7570 -0.7071 -0.1351  -0.512
C -0.5898 2.0696 -0.9899  0.240
C -1.1223 3.0300 -1.8327  -0.242
C -0.9716 2.8787 -3.2006  -0.112
C -0.2879 1.7787 -3.6941  -0.242
C 0.2090 0.8541 -2.7963  0.091
N 0.0535 1.0042 -1.4713  -0.529
H -0.0446 3.0913 0.7634  0.234
H -1.6761 2.4668 0.8181  0.229
H 0.5701 1.4399 3.2289  0.224
H 1.3019 2.3878 1.9496  0.230
H 2.9167 0.9157 4.0224  0.236
H 4.9756 -0.4219 3.6363  0.241
H 5.2780 -1.5519 1.4204  0.249
H 3.4575 -1.3553 -0.2619  0.241
H -1.7523 1.0539 2.6714  0.211
H -0.8390 -0.4637 2.5395  0.261
H -4.0119 0.2862 2.1347  0.236
H -5.5499 -0.6869 0.4346  0.240
H -4.5795 -1.6546 -1.6552  0.247
H -2.1077 -1.6480 -1.9313  0.244
H -1.6420 3.8849 -1.4202  0.235
H -1.3806 3.6185 -3.8758  0.240
H -0.1433 1.6294 -4.7540  0.248
H 0.7406 -0.0341 -3.1092  0.252
F 0.3073 -1.9652 1.1493  -0.592
Te 1.2799 -3.7867 -1.4424  2.617
F 3.0492 -4.1177 -2.0966  -0.680
F 0.7005 -5.4977 -1.9165  -0.633
F -0.6260 -3.1979 -1.2493  -0.706
F 0.9659 -3.2602 -3.1912  -0.618
O 1.4001 -1.3877 -1.3629  -0.899

Forces on the atoms, in the same order (eV/Å):
Ti 0.384 0.143 0.208
C 0.068 0.010 -0.027
N -0.198 0.025 -0.076
C -0.027 0.024 -0.063
C 0.137 -0.057 -0.091
C -0.027 0.066 0.067
C 0.015 0.010 0.027
C -0.051 -0.015 -0.080
C 0.089 -0.009 -0.009
N -0.144 0.058 0.023
C -0.003 0.016 0.031
C -0.017 -0.020 -0.040
C 0.031 0.011 0.008
C -0.027 -0.014 -0.014
C 0.036 0.000 -0.015
C -0.048 0.023 0.061
N 0.015 0.040 -0.042
C 0.062 -0.027 -0.085
C -0.021 0.042 0.090
C -0.018 0.047 -0.026
C 0.045 -0.098 0.024
C -0.075 0.193 -0.070
N 0.067 -0.175 0.098
H -0.059 0.044 0.036
H -0.014 -0.027 -0.032
H 0.004 -0.037 0.004
H -0.011 0.029 0.064
H -0.008 -0.004 -0.003
H -0.001 -0.001 0.001
H 0.007 0.007 0.008
H 0.004 -0.012 0.010
H -0.012 -0.009 -0.003
H -0.017 0.010 0.024
H 0.002 0.002 0.000
H 0.001 0.002 0.000
H -0.009 0.000 0.006
H -0.005 -0.007 -0.014
H 0.002 0.000 -0.006
H -0.002 -0.002 -0.002
H -0.005 0.008 -0.002
H 0.003 0.000 -0.015
F 0.006 -0.034 0.035
Te -0.447 0.071 -0.093
F 0.103 0.000 -0.047
F 0.018 0.001 0.026
F 0.225 -0.134 0.003
F 0.026 0.031 -0.002
O -0.104 -0.232 0.004



2.
A cluster of 3 separate species, C35H68BBrFN4O6 in total in a non-equilibrium geometry, computed with ωB97M-V with the def2-TZVPD basis set.

## Properties
Lowest unoccupied orbital energy (alpha / beta), eV: -2.35 / -2.36
Gap between HOMO and LUMO (alpha / beta), eV: 8.03 / 7.95
2S+1: 3
Expectation value of S²: 2.8676
Relative energy (zero: lowest compared OMol25 entry of this formula, charge and spin), kcal per mole: 284.12
Calculated total energy, Eh: -4742.7722
HOMO level (alpha / beta), Ha: -0.381 / -0.379
Charge: +1

Last column: Löwdin spin population.
Geometry (Å):
C -5.7835 -0.8037 -7.0930  0.596
C -5.4181 -0.1485 -5.7817  -0.548
C -4.0038 -0.4927 -4.9573  -0.018
C -3.4491 0.8140 -4.1494  -0.006
N -3.9778 0.6607 -2.7062  0.000
O -4.1503 2.0002 -4.6773  -0.011
C -3.4058 3.2479 -4.3960  -0.001
C -4.3967 4.4868 -4.8300  0.000
F -3.8155 5.4463 -5.7942  0.000
C -5.8487 4.0067 -5.4547  0.000
C -5.7373 3.5176 -7.0438  -0.004
C -1.9187 3.2776 -5.0843  0.000
C -1.0263 4.4999 -4.3693  0.000
Br -0.6490 4.2074 -2.4318  0.000
C 0.3810 4.8118 -5.2179  0.000
C 1.7366 4.4369 -4.3714  0.000
N -1.1788 1.9241 -5.0127  0.000
C -0.7786 1.3639 -6.3313  0.000
C -2.2158 1.1325 -7.3550  -0.002
C -1.8468 0.8579 -9.0323  0.000
O -2.3805 -0.2908 -7.9824  0.006
C -1.8280 0.9561 -4.0205  0.000
C -1.0071 -0.4659 -3.8431  0.000
B -0.7958 -0.8975 -2.2356  0.000
O -1.4737 -2.0362 -1.5847  0.000
O 0.1446 -0.0076 -1.4712  0.000
H -5.7699 -0.2241 -8.1155  0.009
H -6.1538 -1.9351 -7.0234  0.002
H -6.2425 0.5995 -5.3571  0.004
H -3.2277 -1.0388 -5.6396  0.000
H -4.3375 -1.2998 -4.1426  -0.023
H -3.7344 -0.2747 -2.3171  -0.001
H -3.6615 1.4517 -2.1064  0.000
H -3.3295 3.3032 -3.2056  0.000
H -4.6660 5.1085 -3.8470  0.000
H -6.5174 4.9952 -5.4898  0.000
H -6.4384 3.2517 -4.7779  0.000
H -6.0792 2.3857 -7.0471  -0.003
H -6.4674 4.0976 -7.7583  0.000
H -4.6091 3.5631 -7.4284  0.000
H -2.0430 3.6527 -6.2109  0.000
H -1.6422 5.5200 -4.4436  0.000
H 0.3809 4.2081 -6.2233  0.000
H 0.4250 5.9504 -5.4897  0.000
H 2.7208 4.5140 -5.0355  0.000
H 1.8668 5.2656 -3.5333  0.000
H 1.7447 3.3411 -3.9256  0.000
H -0.2653 2.1884 -4.5263  0.000
H -0.1869 0.3679 -6.3497  0.000
H -0.1380 2.1793 -6.9052  0.000
H -3.2340 1.8191 -7.0967  -0.002
H -0.7387 0.6727 -9.3586  0.000
H -2.6985 1.3675 -9.6519  0.000
H -1.6612 1.5013 -2.9672  0.000
H -1.3933 -1.3438 -4.5079  0.000
H 0.1014 -0.2350 -4.2236  0.000
H -2.4835 -1.8989 -1.5695  0.000
H 0.0820 -0.1973 -0.4867  0.000
C 0.9715 -2.5298 4.8830  0.002
C -0.2381 -1.8116 4.2196  0.023
C -1.4814 -1.9886 5.1314  0.014
C -2.0190 -3.4197 5.1168  0.001
C -2.2894 -3.8984 3.6939  0.013
C -1.1126 -3.6773 2.7052  0.022
N -0.4796 -2.3234 2.8278  0.325
O -1.3301 -1.4037 2.1832  0.594
C -0.0237 -4.7616 2.9036  0.002
C -1.6505 -3.9707 1.2625  -0.001
C 0.2066 -0.3124 4.2165  -0.001
H 1.3623 -1.9470 5.7259  -0.001
H 0.7266 -3.5019 5.3077  0.000
H 1.7986 -2.6575 4.1721  0.001
H -2.2807 -1.3068 4.8183  0.003
H -1.2347 -1.7118 6.1644  0.001
H -1.3232 -4.1011 5.6146  0.000
H -2.9479 -3.4620 5.6957  0.001
H -2.5610 -4.9625 3.7245  0.001
H -3.1816 -3.3715 3.3288  0.002
H 0.8526 -4.5534 2.2789  0.001
H -0.3942 -5.7534 2.6140  0.000
H 0.3081 -4.8699 3.9343  0.000
H -2.5346 -3.3721 1.0133  -0.001
H -1.9564 -5.0206 1.1606  0.000
H -0.8811 -3.7785 0.5048  0.000
H 1.1274 -0.1803 3.6352  0.000
H 0.4070 0.0385 5.2359  0.000
H -0.5532 0.3653 3.8094  -0.001
C 5.9604 1.2598 6.2632  0.001
C 4.9754 0.1349 6.6915  0.022
C 5.3654 -0.3518 8.1127  0.013
C 6.6636 -1.1592 8.1190  0.001
C 6.6067 -2.3129 7.1227  0.012
C 6.1444 -1.9100 5.6962  0.022
N 4.9621 -0.9875 5.6928  0.309
O 3.8200 -1.7697 5.9542  0.612
C 7.3050 -1.2432 4.9157  0.001
C 5.8883 -3.2326 4.8949  -0.001
C 3.6007 0.8784 6.7456  -0.001
H 5.7300 2.2018 6.7754  0.000
H 6.9993 1.0538 6.5154  0.000
H 5.8953 1.4581 5.1852  0.001
H 4.5632 -0.9678 8.5353  0.003
H 5.4766 0.5059 8.7883  0.001
H 7.5214 -0.5172 7.8990  0.000
H 6.8358 -1.5575 9.1248  0.001
H 7.5952 -2.7903 7.0778  0.001
H 5.9253 -3.0721 7.5305  0.002
H 6.9580 -0.8676 3.9461  0.001
H 8.1093 -1.9616 4.7108  0.000
H 7.7823 -0.4241 5.4498  0.000
H 5.1798 -3.8999 5.3999  -0.001
H 6.8157 -3.8087 4.7762  0.000
H 5.5033 -3.0204 3.8901  0.000
H 3.3431 1.2931 5.7634  0.000
H 3.6346 1.7122 7.4570  0.000
H 2.7730 0.2380 7.0726  -0.001

Forces on the atoms, in the same order (eV/Å):
C 0.070 -0.541 0.860
C 0.033 0.216 -0.542
C -1.867 -0.828 0.272
C -1.194 -0.883 1.237
N 1.029 0.008 -1.435
O 2.964 0.306 0.158
C -0.377 -0.287 0.985
C -1.717 0.390 0.522
F -0.550 -2.061 1.777
C -0.326 1.480 -0.996
C 0.023 -1.238 0.673
C -1.095 2.893 -0.120
C -0.126 1.145 -2.065
Br -0.564 -0.117 -1.008
C 0.631 -0.439 0.253
C 0.768 0.603 -0.245
N 1.382 0.443 0.999
C -1.463 -0.056 -4.265
C 1.499 -1.171 -3.043
C -1.718 -0.349 4.988
O 1.135 5.543 -0.550
C -0.429 -0.535 2.618
C 1.045 0.513 -0.830
B 0.402 0.577 1.960
O -0.584 3.214 -1.283
O -2.826 -2.812 -0.725
H -0.589 -1.186 2.265
H 1.381 2.429 -0.640
H 2.477 -1.292 -0.762
H -1.536 1.421 1.033
H 0.952 1.696 -1.528
H -0.186 1.323 -0.317
H -0.196 -1.142 -0.454
H 0.248 0.125 -2.581
H 0.956 -1.238 -2.252
H 1.615 -2.054 0.328
H 1.572 1.369 -1.299
H 0.845 2.257 -0.224
H 1.695 -0.976 1.540
H -2.576 0.091 0.739
H 0.382 -1.181 2.430
H 1.011 -2.653 0.271
H -0.157 1.167 1.857
H -0.216 -2.267 0.554
H -2.319 -0.103 1.147
H -0.274 -2.128 -1.561
H -0.178 2.366 -0.743
H -1.206 -0.457 -0.588
H -1.235 1.757 0.632
H -1.381 -1.685 1.398
H 2.849 -2.392 -0.633
H -2.520 0.457 0.625
H 1.979 -1.600 0.860
H -0.340 -0.943 -2.495
H 0.513 1.794 1.210
H -2.209 -0.518 0.838
H 2.397 -0.585 -0.166
H 0.085 0.081 -1.593
C 0.028 -0.223 -0.133
C 1.385 0.599 1.474
C -0.144 -0.153 -0.311
C 0.102 0.012 0.013
C -0.099 0.396 0.125
C 0.163 -1.970 -0.752
N -4.305 2.729 -0.961
O 2.661 -2.249 1.253
C 0.135 -0.133 0.234
C 0.030 0.737 0.137
C -0.558 -0.057 -0.587
H -0.196 0.064 -0.346
H -0.037 -0.035 -0.164
H -0.202 0.041 0.166
H 0.136 0.001 -0.167
H 0.220 0.039 -0.266
H 0.031 0.072 -0.005
H 0.103 -0.027 -0.064
H 0.228 0.161 -0.237
H 0.233 0.036 -0.143
H -0.145 0.065 0.126
H -0.126 0.338 -0.029
H 0.034 0.136 -0.042
H 0.300 0.065 0.136
H 0.223 0.203 0.362
H -0.128 0.039 0.192
H -0.146 -0.112 0.080
H -0.016 -0.411 -0.118
H 0.082 -0.321 -0.067
C 0.211 -0.055 -0.225
C -0.035 1.947 0.378
C 0.039 -0.293 -0.162
C -0.004 0.079 -0.060
C -0.335 0.075 0.230
C 1.577 -0.826 -1.093
N -3.164 -3.071 2.516
O 2.883 2.251 -1.121
C 0.208 0.206 0.065
C -0.689 0.251 0.311
C -0.171 -0.761 -0.107
H -0.199 -0.314 -0.019
H -0.044 -0.111 -0.112
H 0.010 -0.123 0.215
H -0.045 0.021 -0.226
H -0.113 0.026 -0.305
H -0.053 0.046 -0.005
H 0.009 0.042 -0.122
H -0.218 0.082 -0.276
H -0.058 0.115 -0.252
H -0.033 -0.030 0.194
H -0.335 -0.014 0.135
H -0.116 0.041 -0.015
H 0.017 0.334 -0.093
H -0.059 0.434 0.164
H 0.028 0.048 0.203
H 0.094 -0.134 0.116
H 0.330 -0.204 -0.142
H 0.288 -0.056 -0.185



3.
The molecule C13H13NO5S in a non-equilibrium geometry, computed with ωB97M-V with the def2-TZVPD basis set.

## Properties
Lowest unoccupied orbital energy, eV: -0.10
Gap between HOMO and LUMO, eV: 9.68
SMILES string: CC(=O)O[C@H]1C=CC(=O)N1S(=O)(=O)c1ccc(C)cc1
Relative energy (zero: lowest compared OMol25 entry of this formula, charge and spin), kcal per mole: 62.82
Calculated total energy, Eh: -1332.2797
HOMO level, Ha: -0.359
Charge: 0

Last column: natural (NBO) charge in e.
Geometry (Å):
O 1.4425 0.7717 -2.9344  -0.544
O -1.9670 1.3207 1.8950  -0.618
O 2.3178 2.8450 -0.9703  -0.861
O 0.5649 3.0283 0.7453  -0.921
O -2.0636 2.0420 -0.3137  -0.493
C 0.3435 0.8761 -2.4076  0.626
C -2.2726 2.1686 1.0320  0.819
C -0.8177 0.2920 -2.9561  -0.269
C -1.7612 0.3110 -1.9556  -0.118
C 1.9827 -0.6368 2.7267  -0.230
C 3.3798 -1.2861 0.8580  -0.220
C 1.4806 0.4279 1.9874  -0.112
C 2.8661 -0.1996 0.1066  -0.153
C 2.9187 -1.4921 2.1700  0.009
C 1.8903 0.6477 0.6700  -0.361
N 0.0019 1.5364 -1.2422  -0.674
C -2.9574 3.4052 1.5796  -0.708
C 3.5078 -2.5664 2.9718  -0.634
C -1.1974 0.9707 -0.7212  0.178
S 1.2316 2.1235 -0.2091  2.218
H -0.9418 -0.0945 -3.9450  0.248
H -2.7564 -0.1066 -1.9988  0.232
H 1.6319 -0.7300 3.7434  0.221
H 4.1492 -1.8643 0.3762  0.224
H 0.7658 1.0810 2.4395  0.242
H 3.1906 -0.0550 -0.9076  0.248
H -2.2554 3.8879 2.2605  0.259
H -3.8903 3.1009 2.0500  0.244
H -3.2291 4.1039 0.7549  0.224
H 3.3127 -2.4065 4.0537  0.219
H 4.5798 -2.6694 2.8301  0.226
H 3.0387 -3.5307 2.7280  0.228
H -1.0242 0.1603 0.0459  0.248

Forces on the atoms, in the same order (eV/Å):
O -0.632 0.437 1.107
O -0.252 1.380 -2.981
O -3.183 -3.112 1.482
O 0.278 -2.372 -1.173
O -0.051 -0.412 1.363
C 3.364 0.168 -2.225
C 0.466 -1.873 3.209
C -4.265 -0.549 2.152
C 1.263 -0.266 -1.971
C -0.209 0.651 -0.733
C -1.295 1.945 -0.385
C -0.051 0.012 -0.501
C -0.430 -0.472 0.629
C 0.606 0.444 -0.783
C 0.261 -0.018 -0.079
N 2.034 0.461 1.067
C -0.146 0.590 -2.328
C -0.175 -1.180 1.454
C -1.174 -0.479 0.108
S 2.828 3.950 0.374
H 0.259 -0.187 -0.229
H -0.019 0.093 0.144
H 0.133 -0.266 0.104
H 0.097 -0.393 0.240
H -0.361 0.391 0.120
H 0.144 0.205 -0.241
H -0.246 -0.129 0.032
H 0.243 -0.050 0.294
H 0.300 -0.314 0.622
H 0.201 -0.077 -0.610
H 0.075 0.016 -0.081
H 0.190 0.121 -0.013
H -0.252 1.286 -0.170



4.
The molecule C4H4O, computed with ωB97M-V with the def2-TZVPD basis set.

## Properties
Lowest unoccupied orbital energy, eV: 1.18
Gap between HOMO and LUMO, eV: 10.06
SMILES string: c1ccoc1
Relative energy (zero: lowest compared OMol25 entry of this formula, charge and spin), kcal per mole: 0.40
Calculated total energy, Eh: -230.0273
HOMO level, Ha: -0.326
Charge: 0

Last column: natural (NBO) charge in e.
Geometry (Å):
O 1.2490 0.5443 0.2748  -0.405
C 0.0833 1.2230 0.1481  0.087
C -0.9395 0.3775 -0.1179  -0.320
C -0.3594 -0.9331 -0.1949  -0.318
C 0.9582 -0.7655 0.0750  0.086
H 0.1343 2.2945 0.2674  0.204
H -1.9824 0.6573 -0.1461  0.230
H -0.8487 -1.8668 -0.4412  0.231
H 1.7803 -1.4521 0.2084  0.204

Forces on the atoms, in the same order (eV/Å):
O -0.013 -0.019 -0.012
C -0.195 0.099 0.047
C 0.019 0.115 0.146
C 0.112 -0.025 0.082
C -0.045 -0.194 -0.040
H 0.031 -0.152 0.053
H 0.116 -0.088 -0.289
H 0.062 0.180 0.190
H -0.086 0.083 -0.178



5.
The molecule C6H12N2 in a non-equilibrium geometry, computed with ωB97M-V with the def2-TZVPD basis set.

## Properties
Lowest unoccupied orbital energy, eV: 1.00
Gap between HOMO and LUMO, eV: 9.79
SMILES string: C#CC(C)(C)N(C)N
Relative energy (zero: lowest compared OMol25 entry of this formula, charge and spin), kcal per mole: 92.27
Calculated total energy, Eh: -345.1808
HOMO level, Ha: -0.323
Charge: 0

Last column: natural (NBO) charge in e.
Geometry (Å):
C 0.1299 -1.0797 -2.3258  -0.259
C 0.5304 -0.7712 -1.2275  -0.029
C 0.7037 -1.1277 1.2764  -0.606
C 1.6520 0.8959 0.2646  -0.605
C -1.9456 -0.3247 0.1141  -0.411
C 0.5337 -0.1393 0.1044  0.017
N -0.9401 1.6076 -0.7949  -0.663
N -0.7805 0.5625 0.1699  -0.279
H -0.0150 -1.4402 -3.2981  0.232
H 0.9956 -0.5806 2.1761  0.227
H -0.3264 -1.5840 1.3757  0.213
H 1.3726 -1.9412 0.7973  0.229
H 1.2657 1.7963 0.6422  0.222
H 2.4482 0.3634 0.7633  0.219
H 2.0862 1.1019 -0.7379  0.215
H -2.6995 0.1303 0.6536  0.204
H -2.3350 -0.4637 -0.8805  0.186
H -1.7758 -1.3659 0.5865  0.190
H -0.4363 2.3993 -0.4244  0.356
H -0.6720 1.3056 -1.6673  0.342

Forces on the atoms, in the same order (eV/Å):
C 0.911 0.019 0.930
C -0.487 -0.246 -0.464
C -1.488 -1.573 -2.184
C 0.854 -1.533 -2.841
C 1.347 -1.831 0.096
C -0.355 0.714 0.174
N -1.077 0.235 3.548
N -0.020 -0.333 0.418
H -0.232 -0.205 -0.662
H 0.237 -0.567 -0.166
H 1.634 0.136 0.586
H -0.596 1.235 1.713
H -0.059 0.986 1.165
H 0.307 0.643 0.718
H -0.318 0.238 0.514
H -1.670 0.947 1.238
H 0.142 -0.206 -0.689
H -0.227 1.854 -0.947
H 0.040 0.118 -0.560
H 1.055 -0.633 -2.590